(1)
DFT (ωB97M-V/def2-TZVPD) results for a molecular structure, C26H69FFeO9 in a non-equilibrium geometry.

Structure (XYZ):
```
106
Properties=species:S:1:pos:R:3:forces:R:3
Fe 0.1311 -5.1118 -1.4781 1.9 2.0 -2.4
C -0.1443 0.4987 -1.5776 -0.3 -0.9 0.1
C -0.5376 -0.5101 -0.4016 0.1 0.4 -1.3
O -0.2037 -1.8746 -0.5474 -0.2 1.6 -0.1
H -0.1064 1.5417 -1.2631 0.2 -0.2 0.7
H -0.9658 0.5272 -2.2935 0.3 -0.5 -0.4
H 0.8281 0.2355 -1.9938 -0.2 0.0 -0.3
H -1.6015 -0.3457 -0.2309 0.0 -0.4 0.5
H 0.0612 -0.0698 0.3957 0.1 -0.6 0.7
F 1.7887 -4.0751 -3.4255 -1.9 -1.3 2.3
C -2.3930 2.4828 3.7184 -1.2 -0.3 0.2
C -3.9193 2.3242 3.8799 0.1 -0.2 -0.6
C -4.3038 2.1773 5.3158 1.0 -0.9 1.3
O -4.6249 3.4089 3.4387 -1.0 3.0 -0.9
H -2.0700 2.7453 2.7110 -0.1 -0.4 -0.1
H -2.0160 1.5194 4.0617 0.8 0.2 -0.1
H -2.1094 3.3167 4.3606 0.2 -0.2 0.2
H -4.3835 1.5483 3.2711 0.8 -1.2 0.2
H -3.5617 2.6008 5.9925 0.2 0.5 -0.2
H -4.1939 1.1214 5.5632 -0.7 -0.2 0.2
H -5.2524 2.6347 5.5970 -0.1 -0.5 -0.4
H -4.7662 3.3899 2.4893 0.1 0.0 0.0
C -4.1495 4.2821 -2.0894 0.1 -1.4 0.4
C -5.5979 3.9310 -1.7622 1.2 2.2 1.4
C -5.8180 2.4938 -1.3106 -0.5 0.1 -1.3
O -5.9435 4.7781 -0.6435 -0.8 -0.5 0.9
H -3.7468 3.3785 -2.5471 0.4 0.4 -0.9
H -3.5968 4.3227 -1.1508 -0.1 0.2 0.2
H -3.9914 5.2243 -2.6141 -0.1 -0.3 -0.3
H -6.2374 4.2921 -2.5676 -0.2 -0.8 -0.3
H -5.9645 1.9494 -2.2435 -0.6 -0.3 0.0
H -6.7069 2.4758 -0.6800 0.0 -0.3 -0.2
H -5.0114 1.9117 -0.8646 0.4 0.8 0.5
H -5.5615 5.6586 -0.6626 0.2 -0.1 -0.5
C -4.3944 -3.0803 -3.3568 1.2 0.3 -2.0
C -3.3018 -3.9227 -4.1599 -1.6 1.4 0.1
C -2.3072 -3.1695 -5.0211 -0.6 0.4 0.6
O -2.6324 -4.6882 -3.1840 1.0 -1.3 0.8
H -5.1086 -3.6836 -2.7964 0.2 -0.1 -0.1
H -4.9099 -2.5296 -4.1436 -0.5 0.0 0.2
H -3.9451 -2.3110 -2.7288 0.2 -0.2 0.2
H -3.8481 -4.5815 -4.8349 -0.1 -0.3 0.1
H -2.8555 -2.4639 -5.6453 0.1 0.1 0.0
H -1.7553 -3.8221 -5.6975 0.1 -0.1 0.3
H -1.6532 -2.6224 -4.3421 0.3 0.1 -0.3
H -3.3618 -5.2370 -2.8867 0.3 -0.5 0.6
C -1.5984 -3.9619 5.6565 -0.3 1.1 -0.9
C -3.0700 -3.5216 5.3168 -0.2 -1.6 0.3
C -3.3302 -2.9787 3.9434 1.2 0.6 0.3
O -3.8887 -4.6818 5.4241 -0.6 -0.2 1.1
H -1.1117 -4.3328 4.7545 -0.1 -0.3 -0.3
H -1.4854 -4.7273 6.4242 -0.5 0.2 0.0
H -0.9765 -3.1059 5.9186 -0.1 0.1 0.3
H -3.4499 -2.7290 5.9614 0.1 -0.5 0.8
H -2.4571 -2.3277 3.8978 -0.1 0.4 -1.4
H -4.2561 -2.4094 3.8615 0.1 -0.1 0.2
H -3.3789 -3.8084 3.2382 0.5 0.2 -0.4
H -3.7404 -5.2210 4.6439 0.0 0.0 0.0
C 3.2659 4.6228 3.5921 0.4 -0.7 -2.5
C 3.1790 3.9013 2.1556 0.6 1.6 2.8
C 4.3050 4.4362 1.2642 0.3 -1.0 -0.2
O 3.4656 2.5450 2.5433 -0.5 0.4 -1.4
H 3.1943 5.6936 3.4016 -0.2 0.0 0.6
H 4.2873 4.3531 3.8610 -0.1 0.3 0.5
H 2.5649 4.1992 4.3113 -0.1 0.3 -0.2
H 2.1980 4.0621 1.7086 -0.2 -0.4 0.0
H 4.3188 3.9882 0.2707 -0.4 -0.2 -0.2
H 5.2085 4.0199 1.7098 0.3 0.6 0.2
H 4.3870 5.5037 1.0601 -0.2 0.0 0.6
H 3.6776 2.1627 1.6886 0.2 -0.8 0.1
C 5.6743 -1.6950 -1.7695 -1.1 0.5 0.4
C 6.5400 -2.7770 -2.2868 1.8 -0.2 -1.0
C 7.7838 -3.0441 -1.4329 0.0 -1.1 -0.1
O 5.7821 -3.9786 -2.4599 0.2 -0.2 0.7
H 6.1744 -0.8291 -1.3356 0.2 -0.1 -0.1
H 5.0322 -2.1460 -1.0129 -0.1 0.2 0.3
H 5.0105 -1.3585 -2.5659 -0.1 0.2 0.0
H 6.8782 -2.5252 -3.2920 0.3 0.3 -0.1
H 8.6146 -2.3386 -1.4308 -0.8 1.0 0.1
H 8.3632 -3.8862 -1.8114 -0.6 -0.6 -0.1
H 7.4593 -3.2849 -0.4205 0.2 0.1 0.2
H 4.9851 -3.7165 -2.9265 -0.2 -0.1 -0.2
C 4.4606 -7.0431 1.8232 -1.1 -1.0 -1.3
C 3.2890 -6.0610 1.7587 2.3 1.2 0.8
C 3.6490 -4.7486 2.4609 -0.2 -1.0 0.9
O 3.0164 -5.6191 0.4414 -1.6 -1.1 -1.2
H 5.2741 -6.8376 1.1275 0.6 0.7 0.8
H 4.0936 -7.9441 1.3316 -0.2 -0.4 0.2
H 4.6523 -7.3348 2.8558 0.6 0.3 -0.2
H 2.5174 -6.6521 2.2521 -0.9 0.7 -0.5
H 3.9040 -5.0415 3.4793 -0.1 0.7 0.3
H 2.8264 -4.0370 2.3898 0.0 0.0 0.3
H 4.5376 -4.2904 2.0267 0.0 -0.2 -0.2
H 3.8543 -5.2995 0.0988 0.1 0.1 -0.4
C 0.5498 5.0611 -5.2784 0.6 -0.2 -0.6
C 0.8393 6.5220 -4.8796 0.6 -0.9 -1.5
C 0.8910 6.7211 -3.4133 -0.5 -0.1 1.2
O 2.1179 6.7331 -5.5079 0.1 0.4 0.1
H -0.1007 4.4053 -4.6997 -0.3 0.6 0.2
H 1.5283 4.5811 -5.2949 0.2 -0.1 0.5
H 0.3082 4.9817 -6.3384 -0.5 0.3 0.0
H 0.1785 7.2227 -5.3901 -0.5 -0.1 0.3
H 1.4045 5.8945 -2.9223 0.1 -0.1 -0.1
H -0.1423 6.7079 -3.0666 -0.1 0.0 0.3
H 1.3506 7.6362 -3.0399 0.0 0.2 -0.4
H 2.1373 7.6671 -5.7286 0.4 0.1 -0.1
```
Positions in Å, forces in eV/Å.

Summary:
Energy above the lowest of the compared OMol25 structures with the same formula, charge and spin, kcal per mole: 177.7
Total charge: +1
2S+1: 6
E_LUMO (spin up / spin down), eV: -7.90 / -8.32



(2)
DFT (ωB97M-V/def2-TZVPD) results for a molecular structure, C15H28InO8 in a non-equilibrium geometry.

Structure (XYZ):
```
52
Properties=species:S:1:pos:R:3:forces:R:3
C -1.4661 -0.7282 1.7929 0.0 -0.3 -0.1
C -0.3131 -0.1237 2.5472 0.3 0.4 0.3
O 0.8346 -0.4006 2.3132 -0.3 -0.2 0.1
O -0.6629 0.7610 3.5371 -0.1 -0.4 -0.6
C -0.6395 2.1380 3.0167 0.4 0.3 0.4
C 0.7400 2.7919 3.1541 -0.4 0.1 -0.3
In 1.6572 3.4936 1.2327 0.5 0.2 0.0
C 1.7634 1.8603 -0.2913 -0.5 -0.2 0.5
C 0.4212 1.2644 -0.7692 0.5 0.8 -0.1
C -0.7172 2.2679 -0.9486 -0.8 -0.3 -1.0
C -2.0362 1.4836 -1.2311 0.6 -0.3 0.2
C -0.4410 3.2017 -2.1439 0.0 0.1 0.8
H -1.7701 -1.6521 2.2921 0.0 0.0 0.1
H -2.3380 -0.0827 1.7346 0.1 0.1 0.0
H -1.1031 -0.9941 0.8019 -0.2 0.0 -0.1
H -1.0040 2.1157 1.9849 -0.1 -0.2 0.0
H -1.3782 2.6745 3.6132 -0.1 -0.1 0.0
H 1.3967 2.0934 3.6703 0.1 0.0 -0.1
H 0.6380 3.6648 3.8047 0.1 0.0 0.1
H 0.8590 4.9846 0.6107 -0.1 -0.2 0.1
H 3.3557 3.9831 1.6202 -0.1 -0.1 0.0
H 2.3268 1.0598 0.2000 0.1 0.0 -0.1
H 2.3631 2.1997 -1.1384 0.0 0.0 0.0
H 0.5785 0.8277 -1.7552 -0.2 -0.2 -0.1
H 0.0888 0.4492 -0.1240 0.1 0.1 0.2
H -0.8566 2.9149 -0.0794 0.1 -0.1 0.2
H -2.7557 1.5542 -0.4140 -0.1 0.1 -0.1
H -1.8045 0.4200 -1.3407 -0.1 0.0 0.0
H -2.4883 1.7778 -2.1778 -0.2 0.2 0.1
H -1.3691 3.6947 -2.4379 0.0 0.0 -0.2
H -0.0347 2.6256 -2.9762 0.0 0.1 -0.1
H 0.2495 3.9861 -1.8270 0.2 -0.1 -0.2
C 3.9597 -1.6102 -0.2771 0.1 0.0 0.3
C 3.2948 -2.9676 -0.3903 0.1 -0.1 0.1
O 2.0862 -2.6596 -1.0843 0.0 0.0 -0.1
C 2.2786 -1.4971 -1.7728 0.0 0.3 0.3
O 1.5090 -1.0401 -2.5479 0.0 -0.4 -0.4
O 3.4536 -0.9310 -1.4242 0.0 -0.2 -0.2
H 5.0453 -1.6590 -0.3148 0.0 0.1 -0.1
H 3.6528 -1.0637 0.6167 -0.1 0.0 0.0
H 3.8788 -3.6683 -0.9925 0.0 0.0 0.0
H 3.0729 -3.4202 0.5732 -0.2 0.1 0.0
C -2.6592 -4.5384 -0.8271 0.1 -0.1 0.0
C -1.8261 -3.5654 -1.6384 0.2 -0.1 0.0
O -2.6869 -2.4286 -1.7173 -0.1 0.0 0.0
C -3.5485 -2.4688 -0.6746 0.1 0.1 0.0
O -4.2720 -1.5842 -0.3603 -0.1 0.0 0.0
O -3.4654 -3.6657 -0.0328 0.0 0.0 -0.1
H -2.0639 -5.1875 -0.1896 -0.1 0.1 0.1
H -3.3144 -5.1498 -1.4518 0.0 0.0 0.0
H -0.9041 -3.2741 -1.1317 0.0 0.0 0.0
H -1.5852 -3.9276 -2.6344 -0.1 0.1 -0.1
```
Positions in Å, forces in eV/Å.

Summary:
Total charge: -1
E_LUMO, eV: 2.19



(3)
DFT (ωB97M-V/def2-TZVPD) results for a molecular structure, C14H27ClIN2O2P2Ru in a non-equilibrium geometry.

Structure (XYZ):
```
50
Properties=species:S:1:pos:R:3:forces:R:3
C 0.6750 -0.3284 -3.3981 -1.5 2.5 -2.2
C 1.9466 -0.7955 -2.6908 -5.4 4.3 0.3
H 0.6241 0.8776 -3.3686 -0.3 -2.4 -0.2
H -0.2393 -0.8391 -3.0212 0.5 0.6 -0.3
H 0.7304 -0.4211 -4.4612 0.3 -0.4 -1.2
O 1.6388 0.2680 -1.9294 2.8 -1.4 1.0
I 1.3999 -2.7520 -2.1729 0.8 -1.2 2.5
Ru -2.0735 0.4394 -0.2439 1.1 1.0 -1.7
P 3.5588 -1.6175 -0.9492 -0.7 -2.6 -2.7
C 3.0468 -0.2768 0.1442 1.1 1.4 1.3
C 4.9489 -2.7579 -0.9355 1.3 -2.1 1.9
H 5.7697 -2.0782 -1.1231 0.5 0.2 0.5
H 5.1244 -1.6399 -2.8063 -0.2 0.2 0.4
H 4.9892 -3.4372 -1.8354 -0.9 0.8 0.8
H 3.5851 -1.9184 -3.4262 0.3 1.2 0.4
H 2.9500 -0.4499 1.2313 0.5 -0.9 -0.5
H 5.2232 -3.4044 -0.0932 -0.5 0.4 0.2
C 4.0917 -1.2735 -2.6675 1.9 1.0 -1.0
H 3.9685 0.3395 0.0154 -0.1 -0.1 0.3
H 4.2799 -0.2012 -2.8018 -0.8 0.0 -0.8
H 2.2351 0.4822 -0.0053 0.5 -1.4 -0.9
P -3.6094 -0.9698 -0.6856 0.3 -2.0 0.4
C -4.4253 -0.1361 0.7097 0.1 -0.1 -0.6
C -3.8262 -0.1763 -2.3285 -1.3 0.1 0.2
H -3.4789 -3.0728 -1.6167 -0.5 -0.1 2.1
H -4.5442 -3.2753 -0.0616 2.0 1.3 -0.6
H -2.5784 -3.1814 0.0130 -2.3 1.2 -1.0
C -3.5703 -2.7725 -0.5094 -0.9 -2.2 0.0
H -3.6668 -0.9744 -3.0934 -0.1 1.0 0.6
H -4.8451 0.2689 -2.4376 0.9 0.1 0.2
H -5.4505 -0.5360 0.7230 0.1 0.6 0.5
H -4.3645 0.9606 0.5096 -0.7 -0.5 0.4
H -3.0050 0.6051 -2.4543 -0.7 -0.5 0.0
H -3.8433 -0.4079 1.6123 -0.7 0.0 -0.2
Cl -1.9201 -2.1843 -2.6256 2.6 -0.2 -0.7
N -0.0213 3.4665 5.7142 0.1 -2.1 -0.4
C -0.2899 3.8375 4.4427 0.2 3.0 1.7
O -0.5317 5.0215 4.2182 0.0 -1.4 -0.9
C -0.2650 2.8429 3.3451 0.0 -1.6 -2.2
C 0.0933 1.4811 3.4150 -0.2 -1.0 0.6
C -0.3091 0.5118 2.4584 0.3 2.0 -1.0
N -0.6388 1.0297 1.2558 -1.5 -2.0 0.6
C -0.8270 2.3294 1.0261 0.5 -0.1 -0.2
C -0.6803 3.2579 2.0722 -0.2 -1.0 -1.4
H -0.1846 4.1043 6.4671 0.0 0.6 0.0
H -0.0094 2.4888 5.9849 0.0 0.3 -0.1
H 0.7374 1.1564 4.2073 -0.4 -0.3 0.9
H -0.4434 -0.5900 2.4773 0.8 0.9 0.7
H -1.1264 2.4429 -0.0974 0.6 1.2 2.0
H -0.8493 4.2558 1.7970 -0.4 1.4 0.3
```
Positions in Å, forces in eV/Å.

Summary:
Energy above the lowest of the compared OMol25 structures with the same formula, charge and spin, kcal per mole: 226.0
Total charge: +3
2S+1: 5
E_LUMO (spin up / spin down), eV: -11.77 / -11.97